Run w
Here is H30O15 as an isolated structure from the Open Molecules 2025 dataset. Energies are from wB97M-V/def2-TZVPD.

* net charge: 0
* frontier orbital gap: 7.227 eV

```
45
Properties=species:S:1:pos:R:3:nbo_charge:R:1
H 0.75445 -0.48717 -0.88353 0.426
H -0.53814 0.15810 -0.36839 0.467
H 1.68765 -4.18798 -0.31814 0.453
H 1.80306 -4.80162 -1.63251 0.462
H -0.26431 0.67552 -2.22075 0.491
H -1.89417 0.47793 -2.12303 0.468
H 3.79668 -2.79387 -2.90253 0.460
H 3.50453 -1.62789 -3.72370 0.470
H 0.49792 2.60655 -0.38430 0.430
H 1.28079 1.44956 0.35916 0.502
H 2.66368 -0.94592 1.21926 0.469
H 2.26228 -0.95493 -0.31294 0.486
H -2.85915 -3.29326 1.17297 0.463
H -2.56961 -2.85146 -0.24793 0.459
H -4.83538 1.31936 1.97874 0.470
H -3.93730 1.45088 0.63681 0.480
H 0.47962 -2.20082 1.14645 0.484
H 0.82171 -1.58551 2.48028 0.461
H -3.04153 3.90758 -0.42704 0.466
H -1.75073 3.87981 0.38593 0.469
H 4.92086 1.76145 0.49827 0.463
H 3.66624 0.92287 0.88132 0.478
H -1.64341 2.61350 3.65625 0.476
H -0.40455 2.55957 2.71735 0.459
H 1.46739 0.45191 -4.41750 0.462
H 1.14941 1.55138 -5.29831 0.463
H -0.11852 -0.13673 2.76841 0.478
H -0.35527 1.04051 3.58851 0.447
H -2.80719 -1.05505 0.26319 0.440
H -2.49116 -1.20249 1.66416 0.475
O 0.40119 0.12909 -0.17027 -0.885
O 1.24968 -4.23137 -1.20456 -0.914
O -1.17295 0.87673 -2.64519 -0.961
O 2.99814 -2.35072 -3.33407 -0.929
O 0.81987 1.73327 -0.49671 -0.947
O 2.29502 -0.39273 0.53532 -0.937
O -2.26920 -3.38896 0.50218 -0.919
O -4.74309 1.00045 1.10464 -0.951
O 0.13117 -1.54168 1.81809 -0.930
O -2.67598 4.15608 0.38511 -0.934
O 3.96854 1.75724 0.43171 -0.952
O -0.86349 3.06709 3.44695 -0.925
O 1.74219 0.86714 -5.26593 -0.925
O -0.46712 0.13454 3.66803 -0.951
O -2.65983 -0.51794 1.06823 -0.918
```

Run x
Here is a 15-piece molecular cluster, H30O15 overall from the Open Molecules 2025 dataset. Energies are from wB97M-V/def2-TZVPD.

* net charge: 0
* frontier orbital gap: 10.093 eV

```
45
Properties=species:S:1:pos:R:3:nbo_charge:R:1
H 0.20366 0.80287 -0.75206 0.443
H -0.41538 0.32945 0.58026 0.491
H 0.78061 -3.87535 -1.26072 0.482
H 1.56871 -4.75915 -0.26691 0.469
H 0.08244 2.98458 2.70934 0.498
H 0.34524 1.41618 2.88050 0.470
H 4.25303 1.85367 1.66510 0.477
H 3.32514 1.38689 0.58479 0.465
H -1.69730 -1.24572 -3.67122 0.464
H -2.42828 -0.12015 -2.93480 0.454
H -5.99665 -0.53263 0.85037 0.479
H -4.76085 -0.44240 -0.07279 0.460
H 3.45991 -0.69952 0.50132 0.463
H 2.42247 -0.54283 1.55700 0.470
H 1.22158 -0.90320 -3.13072 0.469
H 1.63504 -1.79318 -1.93888 0.453
H -1.78108 -2.61661 -0.12058 0.458
H -1.38766 -3.80173 -0.90215 0.467
H -3.17624 2.29260 0.85319 0.470
H -2.58863 3.45685 0.05989 0.465
H -1.95898 -0.44801 3.50646 0.473
H -2.30559 -1.97513 3.77180 0.476
H -1.02916 1.26039 -2.10388 0.481
H -0.85928 2.75452 -2.15645 0.483
H 2.82419 3.86040 1.06451 0.457
H 3.77640 3.70878 -0.04353 0.487
H 4.58379 -1.76608 -0.22909 0.470
H 3.77036 -1.85642 -1.43569 0.449
H -3.39031 0.74935 -0.11639 0.442
H -2.00288 1.25866 -0.59961 0.487
O -0.06850 0.08127 -0.29593 -0.929
O 0.70936 -4.59254 -0.61502 -0.951
O 0.60573 2.15497 2.37859 -0.968
O 4.28010 1.74438 0.69080 -0.940
O -2.45942 -1.09389 -3.13432 -0.917
O -5.01034 -0.65976 0.77625 -0.935
O 3.31782 -0.78296 1.46294 -0.940
O 0.93390 -1.52573 -2.44757 -0.921
O -1.38321 -2.81665 -0.90539 -0.925
O -2.60785 3.06971 0.95738 -0.941
O -1.98276 -1.17857 4.19253 -0.949
O -1.47152 2.09172 -2.06219 -0.942
O 3.15787 4.36342 0.37124 -0.949
O 4.58798 -1.50505 -1.14494 -0.910
O -2.41845 0.55754 -0.08051 -0.957
```

Most stable = run x

Run w
Here is a 15-piece molecular cluster, H30O15 overall from the Open Molecules 2025 dataset. Energies are from wB97M-V/def2-TZVPD.

* net charge: 0
* frontier orbital gap: 8.704 eV

```
45
Properties=species:S:1:pos:R:3:nbo_charge:R:1
O -1.37073 -2.43306 -0.93353 -0.970
H -2.22411 -2.09409 -0.92503 0.479
H -1.30813 -3.45704 -1.07431 0.498
O -1.61478 -2.58594 2.08338 -0.930
H -1.15481 -2.35280 2.93557 0.450
H -1.96993 -1.78686 1.93260 0.475
O -0.22592 0.87480 2.63268 -0.926
H -0.26276 0.19946 3.25781 0.469
H -0.35655 1.54274 3.41396 0.501
O 0.91258 1.69667 -2.97056 -1.011
H 0.62778 0.72033 -3.02593 0.461
H 1.17578 1.83102 -2.02494 0.484
O 1.71306 1.93929 -0.37987 -0.989
H 2.54205 1.43618 -0.68849 0.527
H 1.77604 2.68009 0.10858 0.486
O -1.72366 2.17746 0.44713 -1.006
H -1.49988 2.82567 1.27641 0.525
H -1.10301 1.60396 0.09758 0.505
O 1.55767 -0.28675 1.96537 -0.935
H 1.80348 0.06967 2.72447 0.452
H 0.59370 -0.11271 1.97590 0.476
O -3.48650 1.03171 -0.69064 -0.918
H -3.02802 0.65461 -1.28363 0.439
H -2.93585 1.78374 -0.49533 0.497
O -0.71692 3.49459 -1.62387 -1.014
H -0.06330 2.92434 -2.34516 0.502
H -1.09308 2.86476 -1.11471 0.438
O 3.72507 0.26825 0.51796 -0.957
H 2.86880 0.34446 0.93881 0.486
H 4.26967 0.84291 1.01133 0.460
O -0.02589 0.21364 -0.27451 -1.021
H 0.87767 -0.00771 0.10348 0.535
H -0.82840 -0.33124 0.00841 0.478
O -2.42084 -0.46448 1.26802 -0.998
H -2.93484 -0.11139 0.49622 0.505
H -1.67379 0.16992 1.19314 0.480
O 0.98792 -2.73431 0.96378 -1.007
H 1.15929 -3.66062 0.66689 0.466
H -0.06611 -2.59894 0.98193 0.523
O 2.14984 -2.12208 -1.53148 -0.922
H 1.89507 -2.34248 -0.69078 0.493
H 1.50932 -2.64420 -2.07104 0.468
O 0.81578 -0.63098 -3.27857 -0.940
H -0.14427 -0.37769 -3.12570 0.475
H 1.27151 -1.05490 -2.45332 0.514
```

Run x
Here is a 15-piece molecular cluster, H30O15 overall from the Open Molecules 2025 dataset. Energies are from wB97M-V/def2-TZVPD.

* net charge: 0
* frontier orbital gap: 7.529 eV

```
45
Properties=species:S:1:pos:R:3:nbo_charge:R:1
H -1.06259 -0.54465 0.37354 0.473
H -0.37810 0.55330 1.23435 0.476
H 2.30340 -3.35630 -1.37841 0.472
H 2.52850 -2.29942 -0.34502 0.410
H 2.08428 -0.04404 1.72633 0.446
H 2.57490 -1.05618 0.89440 0.455
H 1.10739 3.82304 1.41004 0.480
H 0.21938 4.18641 0.20402 0.462
H 1.09517 -1.94342 -2.61467 0.485
H 1.42536 -2.95584 -3.61950 0.446
H 3.44088 -0.35440 3.26825 0.469
H 2.49559 -1.46127 2.81900 0.469
H 3.45595 0.63430 -0.51658 0.466
H 3.23868 1.75397 0.33423 0.442
H -2.34006 -2.14013 0.58467 0.472
H -2.43015 -2.76866 1.96457 0.467
H 1.02593 3.12961 -2.32978 0.444
H 0.55535 1.87406 -2.75750 0.461
H -0.98709 0.72597 -3.16992 0.475
H -1.11166 -0.82388 -3.19716 0.490
H -3.65169 0.52905 1.45279 0.474
H -4.38610 -0.71454 0.88530 0.478
H -3.53222 1.15708 4.81479 0.486
H -2.74935 0.87451 3.43736 0.477
H -2.58036 2.66106 -0.86821 0.451
H -3.65291 2.08907 -1.57531 0.426
H -3.76287 1.02754 -2.80133 0.457
H -2.98645 2.22667 -3.03297 0.450
H 4.09556 -2.18696 1.61201 0.487
H 3.52101 -3.22248 0.66949 0.471
O -0.47500 -0.40686 1.04417 -0.949
O 1.91058 -2.55464 -1.08382 -0.904
O 2.53743 -0.09488 0.96320 -0.933
O 0.22861 3.73107 0.98907 -0.941
O 1.13742 -2.84125 -2.69596 -0.914
O 2.98179 -1.17287 3.55779 -0.940
O 3.76373 1.04522 0.28807 -0.893
O -2.93000 -2.62816 1.19868 -0.937
O 1.33383 2.34244 -2.86954 -0.906
O -0.53937 -0.04340 -3.00223 -0.967
O -3.51184 -0.33905 1.02325 -0.955
O -3.50801 1.26384 3.80175 -0.963
O -2.87564 1.81467 -1.05747 -0.882
O -2.93606 1.25936 -3.14404 -0.899
O 3.32681 -2.74897 1.50826 -0.934
```

Most stable = run w

Run w
Here is one molecule with the formula C17H23NO4 from the Open Molecules 2025 dataset. Energies are from wB97M-V/def2-TZVPD.

* net charge: 0
* frontier orbital gap: 9.615 eV
* SMILES string: Cc1cccc(C(=O)OCC(=O)N2C[C@H](C)O[C@@H](C)C2)c1C

```
45
Properties=species:S:1:pos:R:3:nbo_charge:R:1
C -4.73587 -0.42057 2.22526 -0.631
C -3.98096 -0.56879 0.93854 -0.048
C -4.25894 -1.64390 0.10648 -0.172
C -3.59563 -1.81070 -1.09692 -0.223
C -2.62081 -0.90687 -1.45919 -0.165
C -2.30440 0.16443 -0.62182 -0.196
C -3.00281 0.36512 0.57330 0.121
C -2.75959 1.55320 1.45134 -0.656
H -3.69787 1.92617 1.85572 0.216
H -2.27447 2.35755 0.90958 0.227
H -2.11710 1.27733 2.28741 0.229
C -1.18697 1.01457 -1.10010 0.792
O -0.94540 1.21005 -2.26875 -0.603
O -0.41133 1.47309 -0.10656 -0.508
C 0.68729 2.31209 -0.44574 -0.175
H 0.78217 2.37604 -1.53576 0.227
H 0.48307 3.30697 -0.03666 0.219
C 1.98914 1.83197 0.20379 0.657
O 2.49390 2.47987 1.10149 -0.620
N 2.55506 0.71137 -0.28261 -0.427
C 2.06239 -0.17009 -1.31480 -0.250
H 2.81243 -0.21176 -2.11523 0.201
H 1.12490 0.17673 -1.73893 0.231
C 1.88516 -1.58760 -0.73448 0.096
C 0.70550 -1.65306 0.23945 -0.655
H -0.23027 -1.63897 -0.31239 0.220
H 0.71098 -0.80988 0.92655 0.213
H 0.75798 -2.57656 0.81120 0.224
O 3.09758 -2.03786 -0.16189 -0.532
C 3.61455 -1.18122 0.84465 0.089
C 4.93849 -1.77127 1.30873 -0.615
H 4.77789 -2.77730 1.68481 0.222
H 5.36576 -1.15648 2.09529 0.213
H 5.63202 -1.82294 0.47392 0.211
H 2.91277 -1.13880 1.69164 0.169
C 3.80104 0.23592 0.28848 -0.255
H 4.56508 0.21905 -0.49727 0.193
H 4.09937 0.92692 1.07715 0.253
H 1.70972 -2.28719 -1.55952 0.194
H -2.08042 -1.01237 -2.38799 0.230
H -3.83527 -2.64246 -1.74141 0.217
H -5.01465 -2.35765 0.40175 0.209
H -5.39002 0.45067 2.19016 0.220
H -4.05241 -0.29283 3.06260 0.220
H -5.35083 -1.29777 2.40873 0.218
```

Run x
Here is C17H23NO4 as an isolated structure from the Open Molecules 2025 dataset. Energies are from wB97M-V/def2-TZVPD.

* net charge: 0
* frontier orbital gap: 9.221 eV

```
45
Properties=species:S:1:pos:R:3:nbo_charge:R:1
C -1.13967 -2.71037 5.15323 -0.253
H -0.13548 -2.93411 4.81954 0.171
O -1.98851 -3.41815 4.27904 -0.499
C -2.07924 -2.80473 2.89282 0.268
C -1.36623 -1.80313 2.28043 -0.269
C -1.44978 -1.13987 1.09873 -0.174
C -2.40186 -1.60746 0.23767 -0.081
C -3.00140 -2.95257 0.65601 -0.134
C -2.86294 -3.38428 1.94305 -0.235
H -3.59001 -4.19514 2.35477 0.220
H -3.59205 -3.30199 0.14629 0.150
C -2.26021 -1.32264 -1.19693 -0.210
N -2.50782 0.06177 -1.36736 -0.608
C -1.40121 0.81063 -1.83246 0.665
O -0.58859 0.16508 -2.69835 -0.693
C -1.57132 2.48054 -1.83029 -0.135
H -2.38064 2.68277 -1.08047 0.197
H -1.93454 2.81858 -2.80702 0.232
O -0.20525 2.78525 -1.54279 -0.504
C 0.40364 2.59963 -0.46384 0.811
O -0.04935 1.67246 0.16351 -0.675
C 1.82927 3.31939 -0.33419 -0.515
H 2.00351 3.34435 0.75167 0.220
H 1.75106 4.25335 -0.85313 0.221
C 3.08545 2.04360 -0.99540 -0.075
C 2.69654 1.86852 -2.40975 -0.505
C 2.51731 0.41115 -2.67829 -0.369
C 3.56283 -0.13724 -1.24763 -0.386
H 4.49245 0.18113 -1.51971 0.196
H 3.16929 -1.07910 -1.06769 0.222
C 3.06857 0.82704 -0.21417 -0.478
H 3.67990 0.83765 0.49424 0.202
H 1.99609 0.56604 0.14669 0.226
H 1.55271 0.07000 -2.61865 0.233
H 3.06086 0.07177 -3.56438 0.203
H 3.70330 2.30771 -2.85194 0.207
H 1.86538 2.23023 -2.95761 0.249
H 3.73359 3.00610 -0.64966 0.249
H -2.92207 0.66501 -0.52488 0.394
H -1.45714 -1.52178 -1.69084 0.242
H -3.51142 -1.58006 -1.49085 0.178
H -0.73375 -0.12285 0.92215 0.273
H -0.54364 -1.11445 3.03930 0.186
H -1.40496 -1.62858 5.18514 0.188
H -1.09266 -3.32125 5.92404 0.196
```

Most stable = run w